No. 1
The following is a DFT calculation (the ωB97M-V functional and the def2-TZVPD basis) of a 3-piece molecular cluster, C4H13NO4 overall in a non-equilibrium geometry.

```
22
C4H13NO4 | the Open Molecules 2025 dataset | the ωB97M-V functional and the def2-TZVPD basis
C 1.172 -2.277 2.005
C 0.798 -1.210 1.014
N 0.150 -1.779 -0.281
C -0.244 -0.148 1.719
C -0.845 0.771 0.660
O -1.317 0.297 -0.370
O -0.742 2.200 0.968
H 0.367 -2.540 2.704
H 1.239 -3.113 1.297
H 2.078 -1.829 2.499
H 1.681 -0.787 0.641
H -0.630 -2.391 -0.143
H -0.089 -0.976 -0.832
H 0.224 0.515 2.429
H -1.009 -0.657 2.277
H -0.923 2.434 0.090
O 1.393 1.406 -1.509
H 0.550 1.196 -1.862
H 2.038 1.431 -2.233
O -0.586 0.450 -3.078
H -0.790 0.216 -2.224
H -1.065 1.300 -3.150
```

## Properties
Highest occupied orbital energy, eV: -9.03
SMILES string: C[C@@H](N)CC(=O)O.O.O
F_max, eV/Å: 4.8
LUMO energy, eV: 0.54
Energy above the lowest of the compared OMol25 structures with the same formula, charge and spin, eV: 2.0158
Orbital gap, eV: 9.57

***

No. 2
The following is a DFT calculation (the ωB97M-V functional and the def2-TZVPD basis) of a 4-piece molecular cluster, C4H13NO5 overall in a non-equilibrium geometry.

```
23
C4H13NO5 | the Open Molecules 2025 dataset | the ωB97M-V functional and the def2-TZVPD basis
C 0.186 1.386 -1.874
C -1.089 1.072 -1.066
C -1.841 -0.157 -1.906
O -2.975 0.041 -2.285
N -0.640 0.684 0.264
C -1.477 -0.059 1.074
O -1.547 0.035 2.396
H 0.974 1.781 -1.332
H 0.000 2.054 -2.730
H 0.311 0.419 -2.429
H -1.777 1.886 -1.312
H -1.146 -1.009 -2.165
H 0.124 1.061 0.794
H -2.062 -0.978 0.655
O 1.304 -2.411 -0.270
H 1.677 -3.203 0.246
H 0.768 -2.076 0.552
O 2.084 1.393 0.976
H 2.973 1.867 0.853
H 2.379 0.427 0.861
O 3.490 -1.321 1.894
H 3.717 -0.529 2.487
H 3.020 -1.835 2.628
```

## Properties
Highest occupied orbital energy, eV: -9.59
SMILES string: C[C@@H](C=O)NC=O.O.O.O
F_max, eV/Å: 6.5
LUMO energy, eV: 0.02
Energy above the lowest of the compared OMol25 structures with the same formula, charge and spin, eV: 3.7008
Orbital gap, eV: 9.61

***

No. 3
The following is a DFT calculation (the ωB97M-V functional and the def2-TZVPD basis) of a 2-piece molecular cluster, C4H13NOPS overall in a non-equilibrium geometry.

```
21
C4H13NOPS | the Open Molecules 2025 dataset | the ωB97M-V functional and the def2-TZVPD basis
C 0.938 1.867 0.123
C 1.650 0.582 0.381
C 0.733 -0.429 1.220
C -0.414 -0.817 0.481
N -0.147 -1.740 -0.732
O -3.023 -0.355 -1.671
P -2.834 0.851 -0.649
S -3.872 0.153 0.896
H -0.010 1.798 -0.351
H 1.491 2.624 -0.423
H 0.870 2.457 1.016
H 1.972 0.149 -0.562
H 2.442 0.743 1.209
H 0.447 0.143 2.019
H 1.325 -1.314 1.504
H -1.342 -1.169 1.088
H -1.097 -1.958 -0.976
H 0.347 -1.269 -1.442
H 0.336 -2.602 -0.637
H -3.925 -0.695 -1.593
H -3.348 0.896 1.837
```

## Properties
Highest occupied orbital energy (spin up / spin down), eV: -12.72 / -10.92
F_max, eV/Å: 3.8
LUMO energy (spin up / spin down), eV: -4.10 / -4.74
Total charge: +1
Energy above the lowest of the compared OMol25 structures with the same formula, charge and spin, eV: 3.7927
Orbital gap (spin up / spin down), eV: 8.62 / 6.18

***

No. 4
The following is a DFT calculation (the ωB97M-V functional and the def2-TZVPD basis) of a 2-piece molecular cluster, C4H13NOS overall in a non-equilibrium geometry.

```
20
C4H13NOS | the Open Molecules 2025 dataset | the ωB97M-V functional and the def2-TZVPD basis
N -1.872 -0.487 1.295
C -1.531 0.876 0.789
C -0.128 1.277 1.130
C 0.912 0.222 0.766
C 0.891 -0.242 -0.666
S 1.300 1.032 -1.896
H -2.860 -0.560 1.080
H -1.743 -0.487 2.302
H -1.678 0.862 -0.304
H -2.314 1.576 1.008
H 0.201 2.227 0.697
H -0.082 1.479 2.207
H 0.618 -0.699 1.293
H 1.928 0.448 1.085
H -0.093 -0.566 -0.983
H 1.511 -1.132 -0.750
H 2.560 1.267 -1.505
O -0.787 -3.086 0.510
H -1.484 -2.410 0.592
H -0.516 -3.042 -0.415
```

## Properties
Highest occupied orbital energy, eV: -9.02
SMILES string: NCCCCS.O
F_max, eV/Å: 1.8
LUMO energy, eV: 0.79
Energy above the lowest of the compared OMol25 structures with the same formula, charge and spin, eV: 0.4943
Orbital gap, eV: 9.81

***

No. 5
The following is a DFT calculation (the ωB97M-V functional and the def2-TZVPD basis) of a 2-piece molecular cluster, C4H13NOS overall in a non-equilibrium geometry.

```
20
C4H13NOS | the Open Molecules 2025 dataset | the ωB97M-V functional and the def2-TZVPD basis
C 0.746 2.172 1.916
C 0.663 0.965 0.980
N 1.794 0.011 1.187
C 0.672 1.492 -0.439
C 0.414 0.417 -1.514
S -1.403 -0.086 -1.448
H 0.995 1.856 2.936
H 1.511 2.870 1.577
H -0.230 2.645 2.034
H -0.234 0.404 1.239
H 2.164 0.241 2.104
H 2.479 0.198 0.459
H 1.656 1.932 -0.652
H -0.028 2.295 -0.643
H 1.000 -0.474 -1.305
H 0.500 0.680 -2.562
H -1.170 -1.164 -0.655
O -1.235 -3.964 0.536
H -1.851 -4.070 -0.225
H -1.632 -4.614 1.141
```

## Properties
Highest occupied orbital energy, eV: -8.84
SMILES string: C[C@H](N)CCS.O
F_max, eV/Å: 1.8
LUMO energy, eV: 0.73
Energy above the lowest of the compared OMol25 structures with the same formula, charge and spin, eV: 0.6483
Orbital gap, eV: 9.57

***

No. 6
The following is a DFT calculation (the ωB97M-V functional and the def2-TZVPD basis) of a 2-piece molecular cluster, C4H13NOS overall in a non-equilibrium geometry.

```
20
C4H13NOS | the Open Molecules 2025 dataset | the ωB97M-V functional and the def2-TZVPD basis
C -0.410 -1.091 0.277
N -1.422 -0.018 0.531
C -1.004 1.246 1.019
C -2.236 2.152 1.406
C -0.257 2.006 -0.092
S 1.319 1.402 -0.814
H 0.395 -1.332 0.882
H -0.913 -2.099 0.285
H 0.007 -0.864 -0.723
H -2.072 -0.521 1.139
H -0.250 1.203 1.857
H -2.898 2.238 0.585
H -2.920 1.697 2.191
H -1.916 3.005 1.984
H -1.167 1.953 -0.739
H -0.144 3.040 0.193
H 0.855 1.585 -1.950
O 2.249 -5.741 -1.299
H 2.621 -4.988 -0.840
H 2.613 -6.469 -0.775
```

## Properties
Highest occupied orbital energy, eV: -8.69
SMILES string: CN[C@H](C)CS.O
F_max, eV/Å: 3.6
LUMO energy, eV: 0.70
Energy above the lowest of the compared OMol25 structures with the same formula, charge and spin, eV: 2.0953
Orbital gap, eV: 9.40

***

No. 7
The following is a DFT calculation (the ωB97M-V functional and the def2-TZVPD basis) of a 2-piece molecular cluster, C4H13NOS overall in a non-equilibrium geometry.

```
20
C4H13NOS | the Open Molecules 2025 dataset | the ωB97M-V functional and the def2-TZVPD basis
C 0.097 -2.187 -0.472
N 1.469 -2.428 -0.041
C 1.922 -1.413 0.896
O 3.211 -1.711 1.350
H -0.601 -2.091 0.357
H -0.215 -2.993 -1.137
H -0.032 -1.258 -1.049
H 2.049 -2.395 -0.868
H 1.948 -0.429 0.417
H 1.236 -1.368 1.745
H 3.263 -2.586 1.735
C -0.815 3.094 -0.346
C -2.010 2.187 -0.609
S -1.903 0.742 0.507
H 0.138 2.640 -0.609
H -0.786 3.372 0.711
H -0.917 4.035 -0.888
H -2.937 2.702 -0.383
H -1.978 1.832 -1.637
H -3.138 0.254 0.321
```

## Properties
Highest occupied orbital energy, eV: -8.91
SMILES string: CNCO.CCS
F_max, eV/Å: 1.1
LUMO energy, eV: 0.74
Energy above the lowest of the compared OMol25 structures with the same formula, charge and spin, eV: 1.0135
Orbital gap, eV: 9.65

***

No. 8
The following is a DFT calculation (the ωB97M-V functional and the def2-TZVPD basis) of a 2-piece molecular cluster, C4H13NOS overall in a non-equilibrium geometry.

```
20
C4H13NOS | the Open Molecules 2025 dataset | the ωB97M-V functional and the def2-TZVPD basis
C -2.326 -0.288 0.202
C -1.357 0.362 1.172
N -0.130 0.979 0.555
C 0.891 0.190 -0.223
C 1.795 1.203 -0.810
S 2.820 2.345 0.341
H -1.836 -1.230 0.113
H -2.394 0.297 -0.832
H -3.301 -0.494 0.662
H -1.954 1.278 1.392
H -1.017 -0.113 1.991
H 0.562 1.835 0.686
H 1.588 -0.578 0.254
H 0.523 -0.274 -1.079
H 1.176 2.036 -1.338
H 2.423 0.796 -1.728
H 1.818 3.183 0.580
O 0.087 -4.129 -0.351
H 0.902 -4.278 -0.913
H -0.270 -3.120 -0.674
```

## Properties
Highest occupied orbital energy, eV: -8.48
SMILES string: CCNCCS.O
F_max, eV/Å: 6.8
LUMO energy, eV: 0.59
Energy above the lowest of the compared OMol25 structures with the same formula, charge and spin, eV: 3.8306
Orbital gap, eV: 9.07